(1)
The following is a quantum chemistry calculation of a single C12H23NO5 molecule at a distorted geometry, from the Open Molecules 2025 dataset.

Properties
Structure (SMILES) = CCOCC(=O)O[C@](C)(N)CCCCOC(C)=O
E_HOMO = -0.353 Ha
Relative energy (zero: lowest compared OMol25 entry of this formula, charge and spin) = 22.2 kJ/mol

```
! wB97M-V def2-TZVPD RIJCOSX def2/J DEFGRID3
* xyz 0 1
C -4.63 1.12 -1.71
C -3.98 2.09 -0.72
O -2.85 2.78 -1.21
C -1.91 1.98 -1.89
C -0.54 2.58 -1.67
O 0.05 3.24 -2.49
O -0.08 2.44 -0.37
C 0.90 1.42 -0.17
C 2.29 1.99 -0.40
N 0.70 0.34 -1.11
C 0.75 1.02 1.32
C 1.30 -0.36 1.68
C 0.24 -1.44 1.78
C 0.81 -2.80 2.21
O 0.90 -3.72 1.12
C 1.86 -3.38 0.21
C 3.26 -3.84 0.50
O 1.58 -2.73 -0.79
H -5.70 1.09 -1.52
H -4.47 1.40 -2.74
H -4.27 0.11 -1.54
H -3.75 1.57 0.21
H -4.70 2.86 -0.47
H -2.10 2.01 -2.96
H -1.89 0.96 -1.52
H 2.44 2.16 -1.46
H 2.44 2.91 0.14
H 3.03 1.26 -0.09
H 1.54 -0.19 -1.24
H -0.03 -0.29 -0.81
H 1.25 1.78 1.92
H -0.31 1.06 1.55
H 2.08 -0.67 0.99
H 1.79 -0.30 2.66
H -0.53 -1.12 2.47
H -0.25 -1.61 0.82
H 1.80 -2.65 2.65
H 0.16 -3.26 2.95
H 3.75 -4.07 -0.44
H 3.80 -3.03 0.99
H 3.27 -4.71 1.14
*
```



(2)
The following is a quantum chemistry calculation of 2 unconnected molecules or ions with the total composition C3H4O2 at a distorted geometry, from the Open Molecules 2025 dataset.

Properties
Structure (SMILES) = C=C=O.C=O
E_HOMO = -0.323 Ha
Relative energy (zero: lowest compared OMol25 entry of this formula, charge and spin) = 257.5 kJ/mol

```
! wB97M-V def2-TZVPD RIJCOSX def2/J DEFGRID3
* xyz 0 1
C 1.59 -0.20 0.71
C 0.83 -1.25 0.60
C -1.80 -0.38 0.24
O 0.37 -2.32 0.50
O -0.76 0.13 0.13
H 2.52 -0.31 1.16
H -2.47 0.03 1.00
H 1.35 0.88 0.42
H -2.20 -1.20 -0.45
*
```



(3)
The following is a quantum chemistry calculation of a molecular structure, C29H32GeN2O2PSr at a distorted geometry, from the Open Molecules 2025 dataset.

Properties
E_HOMO (spin up / spin down) = -0.121 / -0.072 Ha

```
! wB97M-V def2-TZVPD RIJCOSX def2/J DEFGRID3
* xyz -1 1
Sr -1.63 -0.14 -1.02
C 3.31 2.09 0.85
C 2.21 1.48 0.01
O 1.40 0.72 0.56
C 2.07 1.88 -1.36
C 3.15 2.30 -2.14
C 2.99 2.67 -3.45
C 1.70 2.67 -4.01
C 0.61 2.32 -3.26
C 0.74 1.86 -1.92
O -0.27 1.45 -1.29
H 3.35 1.60 1.82
H 3.06 3.14 1.01
H 4.28 2.03 0.38
H 4.15 2.29 -1.73
H 3.85 2.95 -4.05
H 1.58 2.95 -5.05
H -0.40 2.32 -3.65
N -0.11 -2.94 1.49
P 0.24 -1.31 0.80
C 1.95 -1.91 0.42
C 2.13 -2.83 -0.61
C 3.38 -3.33 -0.92
C 4.48 -2.90 -0.19
C 4.32 -1.99 0.84
C 3.06 -1.52 1.15
C -0.27 -1.70 -0.81
C 0.32 -0.92 -1.76
C -0.19 -0.88 -3.00
C -1.29 -1.64 -3.31
C -1.88 -2.41 -2.35
C -1.40 -2.39 -1.08
C -1.31 -2.94 2.10
C -1.75 -3.90 3.02
C -3.04 -3.78 3.50
C -3.85 -2.75 3.03
C -3.33 -1.85 2.11
N -2.09 -1.95 1.68
H 0.62 -3.55 1.84
H 1.28 -3.17 -1.20
H 3.49 -4.05 -1.72
H 5.47 -3.27 -0.44
H 5.17 -1.66 1.41
H 2.92 -0.82 1.97
H 1.25 -0.43 -1.52
H 0.30 -0.28 -3.76
H -1.67 -1.65 -4.32
H -2.72 -3.05 -2.60
H -1.86 -2.99 -0.31
H -1.09 -4.70 3.33
H -3.41 -4.49 4.22
H -4.87 -2.65 3.37
H -3.90 -1.04 1.66
C -2.63 1.62 2.52
Ge -2.51 2.87 0.96
C -0.62 3.58 1.01
C -3.67 4.44 1.56
C -3.48 2.30 -0.64
H -2.36 2.06 3.48
H -1.97 0.80 2.28
H -3.65 1.25 2.56
H -0.44 4.37 1.74
H -0.38 3.95 0.02
H 0.01 2.74 1.22
H -3.53 4.70 2.61
H -4.70 4.13 1.41
H -3.49 5.32 0.96
H -3.05 2.94 -1.45
*
```



(4)
The following is a quantum chemistry calculation of 2 unconnected molecules or ions with the total composition C2H3N3O2 at a distorted geometry, from the Open Molecules 2025 dataset.

Properties
E_HOMO (spin up / spin down) = -0.327 / -0.327 Ha
Relative energy (zero: lowest compared OMol25 entry of this formula, charge and spin) = 756.6 kJ/mol

```
! wB97M-V def2-TZVPD RIJCOSX def2/J DEFGRID3
* xyz 0 1
C 1.01 -1.44 -0.71
C -1.02 -0.60 -0.23
N -1.66 -1.18 -1.04
N 1.57 -1.78 0.24
N -0.96 0.41 0.66
O 1.87 -1.73 1.41
O -1.90 -1.99 -1.90
H 0.90 -1.17 -1.75
H -1.87 0.90 1.09
H -0.24 0.25 1.34
*
```



(5)
The following is a quantum chemistry calculation of a molecular structure, C31H23Cl5CoN3O4Sb, from the Open Molecules 2025 dataset.

Properties
<S²> = 6.050
E_HOMO (spin up / spin down) = -0.381 / -0.381 Ha
Relative energy (zero: lowest compared OMol25 entry of this formula, charge and spin) = 0.0 kJ/mol

```
! wB97M-V def2-TZVPD RIJCOSX def2/J DEFGRID3
* xyz 1 5
Co -0.26 -0.34 0.37
C 0.17 -2.89 3.38
C 0.38 -3.67 2.11
C 0.59 -5.04 2.15
C 0.80 -5.73 0.98
C 0.80 -5.03 -0.22
C 0.59 -3.66 -0.19
N 0.38 -3.00 0.95
Sb 0.64 -2.46 -2.03
C -1.40 -1.79 -1.53
C -2.35 -1.72 -2.54
C -3.68 -1.60 -2.19
C -4.03 -1.63 -0.84
C -3.04 -1.69 0.12
C -3.36 -1.78 1.58
N -1.74 -1.70 -0.24
C 2.14 -1.26 -0.97
C 3.38 -1.14 -1.58
C 4.36 -0.41 -0.94
C 4.08 0.14 0.30
C 2.82 -0.03 0.87
C 2.49 0.56 2.20
N 1.87 -0.71 0.21
H -0.03 -3.56 4.21
H -0.66 -2.19 3.27
H 1.07 -2.32 3.62
H 0.60 -5.55 3.11
H 0.95 -6.80 0.99
H 0.96 -5.53 -1.16
H -2.04 -1.77 -3.58
H -4.44 -1.51 -2.95
H -5.07 -1.60 -0.54
H -4.43 -1.86 1.73
H -3.00 -0.91 2.13
H -2.87 -2.66 2.00
H 3.56 -1.60 -2.54
H 5.33 -0.26 -1.39
H 4.82 0.72 0.84
H 3.37 0.59 2.84
H 1.71 -0.03 2.69
H 2.12 1.57 2.06
Cl -4.14 5.15 3.04
C -3.50 3.91 2.08
C -2.58 2.99 2.65
Cl -2.12 3.13 4.29
C -2.06 1.99 1.87
Cl -0.95 0.85 2.50
C -2.43 1.83 0.49
O -2.00 0.88 -0.20
C -3.36 2.79 -0.05
Cl -3.77 2.63 -1.70
C -3.89 3.79 0.73
Cl -5.01 4.90 0.08
O 1.59 1.48 -3.98
C 1.90 2.55 -3.23
C 2.72 3.54 -3.77
C 3.04 4.66 -3.04
C 2.55 4.83 -1.74
C 1.77 3.85 -1.18
C 1.44 2.70 -1.91
C 0.67 1.63 -1.25
O 0.52 1.65 0.01
O 0.16 0.68 -1.93
H 0.94 0.96 -3.47
H 3.09 3.40 -4.78
H 3.67 5.43 -3.47
H 2.79 5.73 -1.18
H 1.40 3.93 -0.17
*
```